1.
120
Properties=species:S:1:pos:R:3:lowdin_charge:R:1 method="wB97M-V/def2-TZVPD" multiplicity=2 homo_lumo_gap_ha="0.2556 / 0.2537" energy_ha=-7513.080389 total_charge=+1 s2=0.7991
Ti -0.27401 -0.01538 1.92248 0.9840
O 0.43081 -1.51810 0.79488 -0.5870
S 0.68457 -1.18597 -0.70804 1.0672
C 2.38558 -1.60491 -0.97847 -0.3379
C 2.88536 -2.62739 -0.20585 -0.0375
C 4.14108 -3.20834 -0.46061 0.0120
C 4.83798 -2.77082 -1.55346 -0.1345
C 6.15336 -3.22478 -2.13439 -0.0892
C 6.38413 -2.31298 -3.37008 -0.0908
C 5.18798 -1.39323 -3.40010 -0.1489
C 4.84438 -0.37046 -4.23102 0.0041
C 3.67967 0.37869 -3.93378 -0.0503
C 2.83396 0.09887 -2.88555 -0.3141
P 1.46107 1.22805 -2.40814 1.0897
C 1.74685 2.68167 -3.48021 -0.4001
C 1.07671 2.70359 -4.70444 -0.1148
C 1.23312 3.77084 -5.57456 -0.0794
C 2.04155 4.84136 -5.21621 -0.0777
C 2.69329 4.83851 -3.99199 -0.0692
C 2.55304 3.76189 -3.12636 -0.0793
C 2.14933 1.78163 -0.77841 -0.2526
C 1.65370 3.29729 1.24428 -0.2784
C 2.62671 2.77700 2.26042 -0.0036
C 3.78426 2.14447 1.97526 -0.0686
C 4.21994 1.74913 0.68968 -0.0183
C 3.48007 1.62818 -0.50292 -0.0834
C 3.12071 -1.04525 -2.06894 -0.1748
C 4.32484 -1.71329 -2.32998 -0.0880
C -0.13061 -2.52622 -1.56446 -0.2597
C 0.60383 -3.26210 -2.46516 -0.0335
C 0.05037 -4.26933 -3.27592 0.0080
C -1.28104 -4.51884 -3.15737 -0.1410
C -2.15526 -5.51665 -3.86938 -0.0893
C -3.57755 -5.26149 -3.31564 -0.0897
C -3.40265 -4.15217 -2.31298 -0.1412
C -4.31856 -3.50937 -1.53409 0.0118
C -3.85092 -2.49587 -0.68771 -0.0710
C -2.52681 -2.10122 -0.57930 -0.2362
P -2.39088 -0.71884 0.63236 1.1242
C -3.24644 0.60130 -0.26867 -0.3272
C -4.59270 0.92092 -0.13298 -0.0751
C -5.16356 1.87007 -0.96984 -0.0628
C -4.40187 2.48272 -1.95343 -0.0665
C -3.06189 2.14903 -2.10440 -0.0745
C -2.48186 1.21400 -1.26280 -0.1153
C -3.37851 -1.31802 2.03734 -0.3618
C -4.11372 -0.45571 2.85010 -0.0983
C -4.67824 -0.92496 4.02734 -0.0664
C -4.48934 -2.24300 4.41572 -0.0646
C -3.74549 -3.10162 3.61738 -0.0561
C -3.19856 -2.64446 2.43149 -0.0878
C -1.54769 -2.73677 -1.41338 -0.0991
C -2.05233 -3.75945 -2.24841 -0.0721
H 2.27337 -3.00755 0.60357 0.1230
H 4.50803 -4.00250 0.17522 0.1229
H 6.10772 -4.27926 -2.40872 0.1236
H 6.95425 -3.12496 -1.40120 0.1242
H 6.45832 -2.89132 -4.29126 0.1220
H 7.30892 -1.74259 -3.27934 0.1222
H 5.46133 -0.08343 -5.07262 0.1200
H 3.47379 1.24925 -4.54363 0.1029
H 0.42992 1.87573 -4.97262 0.1008
H 0.71685 3.77408 -6.52552 0.1059
H 2.15678 5.68081 -5.88912 0.1065
H 3.31674 5.67635 -3.70857 0.1074
H 3.06020 3.76959 -2.16972 0.0981
H 0.76439 3.63297 1.78977 0.1269
H 2.39728 2.98991 3.29660 0.1185
H 4.45951 1.93283 2.79693 0.1120
H 5.25414 1.43470 0.61431 0.1055
H 4.08987 1.28739 -1.33126 0.1045
H 1.65997 -3.07149 -2.57106 0.1052
H 0.68399 -4.81345 -3.96276 0.1243
H -1.81725 -6.53356 -3.66678 0.1259
H -2.10501 -5.37533 -4.94938 0.1253
H -3.99796 -6.14989 -2.84337 0.1253
H -4.27187 -4.96172 -4.10150 0.1255
H -5.37083 -3.75872 -1.55028 0.1247
H -4.58831 -1.99814 -0.06963 0.1074
H -5.20473 0.42748 0.60941 0.0993
H -6.20871 2.12428 -0.85607 0.1099
H -4.85323 3.21777 -2.60647 0.1094
H -2.46340 2.62101 -2.87364 0.1115
H -1.42436 0.98614 -1.36632 0.0644
H -4.22558 0.58558 2.58569 0.1008
H -5.25059 -0.24969 4.65082 0.1108
H -4.91181 -2.60069 5.34539 0.1119
H -3.57390 -4.12261 3.92864 0.1155
H -2.60404 -3.31734 1.82424 0.1196
O 1.35990 -0.90871 5.24926 -0.2138
As -0.26611 -1.46198 4.93762 0.9457
O -0.52199 -2.94032 5.54338 -0.4170
O -0.41234 -1.32400 3.23115 -0.4775
C -1.48539 -0.18000 5.69725 -0.2199
C -2.15941 -0.66122 6.81230 -0.0739
C -3.10131 0.12819 7.46034 -0.0475
C -3.38085 1.40093 6.99656 -0.0480
C -2.71985 1.89441 5.87976 -0.0391
C -1.78054 1.10356 5.23473 -0.2563
S -1.03822 1.79304 3.79045 0.5693
O 0.30506 1.20051 3.64007 -0.3510
O -1.12629 3.20864 3.87364 -0.2237
O -1.78292 1.18229 2.61509 -0.4141
H 1.81331 -1.59684 5.75577 0.0615
H -1.94212 -1.66504 7.15679 0.1076
H -3.61241 -0.25717 8.33236 0.1154
H -4.10840 2.02002 7.50351 0.1156
H -2.91344 2.89175 5.51142 0.1195
C 2.46905 5.52027 1.22827 -0.0701
O 2.16825 4.36828 0.46150 -0.1400
C 1.12747 2.27684 0.22069 -0.4756
O 0.61925 1.19544 0.98248 -0.2311
N 0.03128 2.85248 -0.54473 -0.0529
N -0.91854 3.51872 0.26898 0.0654
H 3.30328 5.33777 1.91114 0.0910
H 1.59871 5.84176 1.81178 0.0975
H 2.74461 6.30637 0.52878 0.0925
H 0.44246 3.48963 -1.22290 0.1106
H -1.84236 3.35319 -0.10904 0.0641
H -0.74165 4.51741 0.29252 0.0985



2.
64
Properties=species:S:1:pos:R:3:nbo_charge:R:1 method="wB97M-V/def2-TZVPD" multiplicity=6 homo_lumo_gap_ha="0.3474 / 0.3253" energy_ha=-3617.928352 total_charge=0 s2=8.7567
Fe 0.26769 -1.67567 -2.36405 1.9847
C -2.69875 -0.72740 -5.03293 -0.7180
C -1.55849 -1.08330 -4.03277 0.7955
O -0.44239 -0.60519 -4.06387 -0.6925
O -1.65392 -1.99899 -3.15481 -0.7694
H -2.38965 0.03577 -5.74716 0.2340
H -3.59315 -0.30202 -4.57776 0.2343
H -2.97925 -1.64262 -5.55428 0.2410
C 1.09338 1.34013 0.36358 -0.7283
C 0.75427 0.25079 -0.73485 0.8175
O 1.14970 0.25939 -1.92975 -0.7054
O 0.15851 -0.82409 -0.48817 -0.7883
H 1.10774 0.88314 1.35305 0.2240
H 0.43638 2.20058 0.23683 0.2474
H 2.10100 1.72136 0.19781 0.2528
C 2.98561 -4.56707 -3.21854 -0.7162
C 2.09478 -3.35546 -2.96275 0.8004
O 1.00891 -3.19346 -3.50718 -0.7494
O 2.25124 -2.49253 -2.14017 -0.7232
H 2.49238 -5.41754 -2.74787 0.2385
H 3.93247 -4.43987 -2.69377 0.2335
H 3.04088 -4.81363 -4.27885 0.2425
C 0.61768 3.52524 3.06527 -0.1567
C 0.37686 4.60135 4.17104 0.4435
O -0.94005 4.99072 3.94440 -0.5000
C -1.56328 4.34206 2.89801 0.9919
O -2.73777 4.51133 2.47563 -0.5987
O -0.67228 3.45823 2.39530 -0.4792
F 1.09759 5.70687 3.91532 -0.3150
H 1.23504 2.66754 3.33231 0.2235
H 1.32117 3.87211 2.30838 0.2248
H 0.37657 4.14606 5.16140 0.1679
C 2.92500 -1.72701 4.05274 -0.1337
C 2.10434 -1.65400 2.78240 0.4395
O 2.92406 -0.78924 1.93492 -0.4695
C 3.83053 -0.19212 2.67767 0.9604
O 4.55118 0.75825 2.28474 -0.5777
O 3.67803 -0.56730 3.95621 -0.4815
F 0.92168 -1.02082 2.89876 -0.3282
H 3.62086 -2.56451 4.10256 0.2050
H 2.24635 -1.64764 4.90200 0.2185
H 1.93979 -2.70087 2.52731 0.1719
C -2.13279 5.22567 -0.48375 -0.1293
C -2.19957 5.64003 -2.00727 0.4455
O -0.79514 5.58632 -2.34726 -0.4805
C -0.04001 5.15373 -1.39087 0.9741
O 1.18323 4.99660 -1.60112 -0.5835
O -0.82971 4.85028 -0.31941 -0.4950
F -2.64233 6.89748 -2.24240 -0.3207
H -2.71488 4.36825 -0.14595 0.2194
H -2.42911 6.05815 0.15443 0.2067
H -2.77922 4.89566 -2.55318 0.1630
C -1.22622 -3.09124 1.76865 -0.2384
O -1.60734 -4.07029 0.82060 -0.5095
C -1.24971 -4.16643 -0.40480 1.0309
O -0.36768 -3.52955 -0.96414 -0.6876
O -2.05666 -4.90295 -1.17834 -0.4734
C -2.81595 -5.89943 -0.62940 -0.2646
H -1.37348 -3.51834 2.76062 0.1926
H -1.96767 -2.32522 1.54154 0.2178
H -0.15537 -2.93981 1.63282 0.2038
H -2.24818 -6.60505 -0.02290 0.1773
H -3.53748 -6.41225 -1.26542 0.2112
H -3.42768 -5.47992 0.16928 0.1780



3.
30
Properties=species:S:1:pos:R:3:nbo_charge:R:1 method="wB97M-V/def2-TZVPD" homo_lumo_gap_ha=0.2644 energy_ha=-540.036384 total_charge=-1
C 1.50490 -2.08160 0.69064 -0.2693
O 1.64487 -1.30385 -0.51365 -0.5748
C 2.67744 -0.30640 -0.38496 -0.0671
C 2.16583 1.15170 0.02011 -0.4396
C 0.65950 1.48776 -0.45808 -0.9937
Nb -0.67951 1.56730 1.38104 1.9651
C -1.89619 -0.28674 0.79189 -0.9991
C -2.80080 -0.10382 -0.52096 -0.5089
C -2.09887 -0.53092 -1.87675 0.6888
N -1.11598 -1.58612 -2.03013 -0.8720
O -2.39658 0.13553 -2.90492 -0.6144
H 0.51481 -2.65177 0.60191 0.1780
H 2.31824 -2.87515 0.79762 0.1586
H 1.44937 -1.40948 1.61981 0.2150
H 3.47410 -0.65213 0.36057 0.1652
H 3.19147 -0.21193 -1.40537 0.1751
H 2.84508 1.89284 -0.54184 0.1868
H 2.31303 1.40148 1.12561 0.2181
H 0.34091 0.75354 -1.26216 0.2162
H 0.60345 2.53075 -0.94087 0.2354
H -1.89081 2.60862 0.47753 -0.4475
H -1.59004 1.72331 2.95363 -0.4101
H 0.53603 0.52868 2.27267 -0.4731
H 0.21513 3.10989 1.85574 -0.4097
H -1.25892 -1.24425 0.77514 0.2066
H -2.63351 -0.45026 1.66357 0.2291
H -3.72551 -0.77760 -0.41158 0.2034
H -3.13325 0.97227 -0.62892 0.2583
H -0.19929 -1.21444 -2.30877 0.4093
H -1.03488 -2.17721 -1.19849 0.3703